The following is a DFT calculation (the ωB97M-V functional and the def2-TZVPD basis) of C50H69As3N5STi as an isolated structure.

Each line ends with the Löwdin charge.
Element x y z (Å)
Ti  -0.09  -0.87  -0.47  1.07
C  -4.15  -1.02  -1.92  -0.19
C  -3.55  -2.42  -1.75  -0.19
C  -2.01  -2.54  -1.62  -0.22
N  -1.23  -1.35  -1.91  -0.15
C  -0.96  -0.93  -3.20  -0.21
C  -1.57  -1.56  -4.24  -0.03
C  -1.28  -1.80  -5.63  -0.10
C  -0.20  -1.55  -6.37  -0.07
C  0.95  -0.70  -5.99  -0.18
C  0.47  0.98  -4.10  0.01
C  0.05  0.17  -3.12  -0.19
N  0.54  0.31  -1.79  -0.09
C  1.58  1.30  -1.49  -0.20
C  2.67  0.87  -0.49  -0.15
C  2.20  0.36  0.89  -0.22
N  0.75  0.33  0.96  -0.09
C  0.04  1.40  1.31  -0.25
C  0.61  2.54  1.87  -0.05
C  0.06  3.75  2.29  -0.09
C  -1.24  4.21  2.21  -0.11
C  -2.31  3.53  1.63  -0.08
C  -2.37  2.25  1.12  -0.04
C  -1.41  1.21  1.03  -0.26
N  -1.71  0.00  0.62  -0.04
C  -3.11  -0.35  0.38  -0.21
C  -3.62  0.10  -1.01  -0.17
H  -5.23  -1.12  -1.77  0.11
H  -4.02  -0.70  -2.95  0.10
H  -3.88  -3.02  -2.61  0.10
H  -4.00  -2.91  -0.88  0.10
H  -1.64  -3.38  -2.21  0.13
H  -1.78  -2.81  -0.57  0.10
H  -2.39  -2.19  -3.91  0.08
H  -2.06  -2.38  -6.12  0.10
H  -0.21  -1.91  -7.40  0.10
H  1.57  -0.57  -6.89  0.14
H  1.12  1.79  -3.81  0.10
H  1.12  2.24  -1.18  0.12
H  2.14  1.51  -2.41  0.10
H  3.32  1.74  -0.37  0.11
H  3.27  0.10  -0.96  0.05
H  2.65  0.94  1.70  0.09
H  2.55  -0.66  1.04  0.10
H  1.68  2.48  2.03  0.09
H  0.77  4.44  2.73  0.11
H  -1.43  5.21  2.58  0.10
H  -3.24  4.08  1.58  0.11
H  -3.34  2.00  0.71  0.09
H  -3.73  0.07  1.18  0.09
H  -3.19  -1.43  0.48  0.10
H  -2.79  0.61  -1.51  0.11
H  -4.41  0.84  -0.88  0.10
C  0.11  2.27  -8.26  -0.04
C  0.82  2.88  -7.04  -0.55
C  1.86  3.88  -7.55  -0.07
C  -0.20  3.65  -6.18  -0.04
C  1.44  1.76  -6.22  -0.15
C  2.79  1.62  -6.05  -0.05
C  3.53  0.67  -5.31  -0.07
C  3.04  -0.50  -4.66  -0.47
S  3.75  -1.15  -3.21  1.12
C  2.36  -2.17  -2.99  -0.52
N  1.51  -2.12  -3.98  0.15
C  1.87  -1.18  -4.91  -0.27
C  0.48  0.77  -5.59  -0.18
C  2.16  -2.97  -1.76  -0.23
C  2.87  -4.16  -1.65  -0.04
C  2.67  -5.03  -0.58  -0.08
C  1.75  -4.70  0.39  -0.10
C  1.06  -3.49  0.29  -0.17
C  1.24  -2.58  -0.75  -0.13
H  -0.37  3.06  -8.84  0.09
H  -0.67  1.56  -7.97  0.08
H  0.82  1.75  -8.90  0.09
H  1.35  4.67  -8.12  0.08
H  2.58  3.41  -8.22  0.09
H  2.40  4.36  -6.73  0.09
H  -0.67  4.43  -6.78  0.08
H  0.30  4.12  -5.33  0.09
H  -0.98  2.99  -5.79  0.08
H  3.42  2.39  -6.50  0.09
H  4.58  0.90  -5.17  0.10
H  -0.52  0.90  -6.01  0.12
H  3.57  -4.43  -2.44  0.11
H  3.22  -5.96  -0.53  0.10
H  1.56  -5.36  1.22  0.10
H  0.34  -3.25  1.08  0.05
C  -3.66  0.58  3.87  -0.32
As  -1.82  0.94  4.46  1.10
C  -2.30  2.54  5.52  -0.32
C  -1.89  -0.38  5.95  -0.37
C  -0.56  -0.81  6.59  -0.70
C  -0.86  -1.22  8.04  -0.08
C  0.01  -2.06  5.89  -0.37
As  0.00  -2.19  3.90  1.09
C  1.89  -2.69  3.69  -0.33
C  -0.67  -4.05  3.88  -0.34
C  0.45  0.35  6.66  -0.37
As  1.51  0.80  5.04  1.07
C  1.72  2.70  5.48  -0.33
C  3.25  0.21  5.75  -0.34
H  -4.33  0.55  4.73  0.03
H  -3.69  -0.39  3.36  0.01
H  -3.99  1.36  3.18  0.01
H  -3.12  2.32  6.21  0.02
H  -2.62  3.32  4.83  0.01
H  -1.44  2.91  6.08  0.00
H  -2.41  -1.26  5.55  0.07
H  -2.56  0.05  6.70  0.07
H  -1.65  -1.97  8.08  0.09
H  -1.18  -0.35  8.63  0.09
H  0.03  -1.64  8.52  0.08
H  -0.58  -2.92  6.21  0.07
H  1.03  -2.24  6.24  0.07
H  2.18  -3.39  4.47  0.03
H  2.51  -1.79  3.76  -0.02
H  2.05  -3.14  2.72  -0.01
H  -0.10  -4.69  4.55  0.03
H  -0.61  -4.45  2.87  0.00
H  -1.72  -4.05  4.18  0.01
H  1.18  0.14  7.45  0.07
H  -0.08  1.26  6.96  0.06
H  0.80  3.22  5.23  0.00
H  2.53  3.12  4.88  0.02
H  1.95  2.83  6.53  0.03
H  3.25  -0.88  5.85  0.00
H  3.45  0.66  6.72  0.02
H  4.05  0.48  5.06  0.02

Summary:
* net charge: 0
* <S²>: 0.7952
* orbital gap (alpha / beta): 6.4780 / 6.3953 eV
* HOMO energy (alpha / beta): -0.241 / -0.247 Eh
* spin multiplicity: 2

The following is a DFT calculation (the ωB97M-V functional and the def2-TZVPD basis) of C50H69O4PdSi as an isolated structure at a distorted geometry.

Each line ends with the Löwdin charge.
Element x y z (Å)
Pd  -0.42  -0.26  -0.56  0.93
C  -3.37  2.06  -1.05  -0.05
O  -2.16  1.41  -0.77  -0.19
C  -1.13  2.27  -0.40  -0.21
C  -1.11  2.79  0.90  -0.12
C  -2.02  2.35  2.03  -0.08
C  -2.92  1.14  1.91  -0.16
C  -4.25  1.26  2.27  -0.02
C  -5.09  0.16  2.43  -0.19
C  -4.54  -1.09  2.16  -0.01
C  -3.22  -1.27  1.81  -0.13
C  -2.67  -2.68  1.78  -0.07
C  -1.44  -2.98  0.97  -0.13
C  -0.48  -3.83  1.51  0.01
C  0.60  -4.30  0.78  -0.18
C  0.74  -3.85  -0.53  0.00
C  -0.18  -3.01  -1.12  -0.14
C  0.05  -2.66  -2.58  -0.07
C  0.84  -1.38  -2.76  -0.12
C  2.14  -1.32  -3.22  -0.01
C  2.76  -0.10  -3.52  -0.17
C  2.03  1.07  -3.31  -0.01
C  0.73  1.06  -2.87  -0.12
C  -0.16  2.28  -2.78  -0.07
C  -0.24  2.79  -1.36  -0.12
C  0.60  3.83  -1.01  0.00
C  0.58  4.42  0.24  -0.18
C  -0.25  3.85  1.19  0.02
C  1.39  5.69  0.47  -0.55
C  1.18  6.27  1.87  -0.07
C  0.94  6.74  -0.55  -0.05
C  2.88  5.41  0.29  -0.05
C  0.06  -0.18  -2.63  -0.50
O  -1.21  -0.24  -2.54  -0.13
C  4.14  -0.02  -4.17  -0.55
C  5.11  0.80  -3.30  -0.05
C  4.77  -1.39  -4.41  -0.07
C  3.99  0.67  -5.54  -0.05
C  -1.29  -2.56  -0.37  -0.24
O  -2.36  -1.88  -0.94  -0.16
C  -3.35  -2.72  -1.49  -0.06
C  1.53  -5.34  1.39  -0.55
C  0.70  -6.58  1.76  -0.05
C  2.63  -5.78  0.43  -0.07
C  2.20  -4.76  2.64  -0.04
C  -2.35  -0.15  1.69  -0.34
O  -1.09  -0.29  1.53  -0.13
C  -6.48  0.26  3.04  -0.56
C  -7.53  -0.41  2.14  -0.06
C  -6.92  1.70  3.30  -0.08
C  -6.44  -0.47  4.40  -0.06
H  -3.75  2.61  -0.18  0.09
H  -4.08  1.28  -1.32  0.10
H  -3.26  2.77  -1.89  0.10
H  -2.64  3.21  2.31  0.12
H  -1.36  2.15  2.88  0.13
H  -4.63  2.26  2.48  0.10
H  -5.16  -1.97  2.28  0.11
H  -3.48  -3.34  1.44  0.11
H  -2.46  -2.97  2.82  0.12
H  -0.62  -4.15  2.53  0.11
H  1.57  -4.17  -1.13  0.11
H  -0.92  -2.49  -3.07  0.12
H  0.56  -3.49  -3.07  0.12
H  2.66  -2.25  -3.38  0.11
H  2.49  2.03  -3.54  0.11
H  -1.15  1.96  -3.12  0.12
H  0.21  3.07  -3.43  0.12
H  1.26  4.22  -1.78  0.11
H  -0.28  4.24  2.20  0.11
H  0.12  6.50  2.04  0.08
H  1.74  7.20  1.97  0.08
H  1.52  5.58  2.63  0.08
H  -0.14  6.91  -0.48  0.09
H  1.15  6.42  -1.57  0.07
H  1.45  7.69  -0.38  0.08
H  3.23  4.69  1.03  0.08
H  3.46  6.33  0.41  0.08
H  3.09  5.01  -0.70  0.08
H  5.24  0.32  -2.34  0.07
H  4.74  1.80  -3.13  0.07
H  6.07  0.86  -3.80  0.08
H  4.92  -1.93  -3.47  0.07
H  5.75  -1.26  -4.87  0.08
H  4.16  -2.00  -5.07  0.08
H  3.66  1.70  -5.42  0.07
H  3.26  0.15  -6.15  0.09
H  4.94  0.68  -6.07  0.08
H  -3.79  -3.38  -0.73  0.09
H  -2.95  -3.34  -2.30  0.09
H  -4.12  -2.06  -1.89  0.10
H  0.20  -6.97  0.87  0.09
H  -0.06  -6.34  2.49  0.07
H  1.34  -7.36  2.17  0.08
H  2.21  -6.22  -0.47  0.08
H  3.26  -6.53  0.91  0.08
H  3.26  -4.94  0.15  0.07
H  1.46  -4.47  3.38  0.08
H  2.78  -3.88  2.38  0.08
H  2.86  -5.50  3.10  0.08
H  -7.58  0.11  1.18  0.08
H  -8.51  -0.37  2.61  0.07
H  -7.28  -1.45  1.96  0.07
H  -6.94  2.27  2.38  0.08
H  -6.24  2.19  4.00  0.08
H  -7.91  1.71  3.74  0.08
H  -6.19  -1.52  4.26  0.07
H  -7.41  -0.41  4.90  0.07
H  -5.68  -0.03  5.04  0.09
C  4.18  -1.53  -0.35  -0.17
Si  3.26  -0.13  0.57  0.49
C  3.67  1.60  -0.14  -0.17
C  4.11  -0.13  2.31  -0.19
C  1.43  -0.45  0.68  -0.19
H  5.26  -1.43  -0.29  0.02
H  3.89  -1.53  -1.39  -0.02
H  3.91  -2.49  0.07  0.01
H  4.74  1.78  -0.24  0.02
H  3.26  2.37  0.50  0.01
H  3.21  1.71  -1.12  -0.01
H  5.18  0.02  2.25  0.01
H  3.94  -1.07  2.83  0.01
H  3.70  0.66  2.94  0.01
H  1.04  0.18  1.49  0.00
H  1.27  -1.49  0.99  0.00

Summary:
* net charge: -1
* orbital gap (alpha / beta): 6.1087 / 6.1096 eV
* HOMO energy (alpha / beta): -0.140 / -0.140 Eh
* spin multiplicity: 1

The following is a DFT calculation (the ωB97M-V functional and the def2-TZVPD basis) of C50H71AsCsN7O2SSi4Te as an isolated structure at a distorted geometry.

Each line ends with the Löwdin charge.
Element x y z (Å)
Cs  1.54  0.57  -0.38  1.09
C  0.12  -2.05  3.83  -0.11
C  -0.37  -3.34  3.74  -0.09
C  0.09  -4.16  2.72  -0.03
C  1.05  -3.66  1.82  -0.22
N  1.60  -2.45  1.99  0.13
C  1.14  -1.68  2.95  -0.20
C  1.48  -4.41  0.64  -0.19
C  1.08  -5.74  0.40  -0.01
C  1.53  -6.37  -0.75  -0.08
C  2.33  -5.67  -1.63  -0.02
C  2.65  -4.34  -1.34  -0.20
N  2.25  -3.76  -0.22  0.20
C  3.40  -3.49  -2.28  -0.21
C  3.56  -3.85  -3.62  -0.02
C  4.22  -2.98  -4.47  -0.08
C  4.70  -1.78  -3.97  -0.06
C  4.48  -1.51  -2.62  -0.13
N  3.87  -2.34  -1.81  0.13
H  -0.23  -1.37  4.59  0.09
H  -1.11  -3.70  4.44  0.10
H  -0.29  -5.16  2.63  0.09
H  1.60  -0.70  3.02  0.08
H  0.43  -6.27  1.08  0.09
H  1.25  -7.39  -0.95  0.10
H  2.69  -6.16  -2.53  0.09
H  3.14  -4.77  -4.01  0.10
H  4.35  -3.24  -5.51  0.10
H  5.19  -1.07  -4.61  0.10
H  4.81  -0.58  -2.19  0.09
O  0.75  1.61  1.67  -0.56
C  0.24  2.70  2.07  -0.46
C  -0.33  2.77  3.38  -0.06
C  -0.95  3.89  3.86  -0.14
C  -1.08  5.03  3.06  -0.15
C  -0.54  5.01  1.80  -0.09
C  0.14  3.90  1.28  -0.16
C  0.72  4.04  -0.03  -0.13
N  1.47  3.18  -0.60  -0.18
N  1.93  3.54  -1.85  -0.03
C  2.73  2.67  -2.46  -0.58
O  3.09  1.53  -2.08  -0.36
C  3.24  3.20  -3.77  -0.16
C  3.03  4.52  -4.18  -0.05
C  3.58  4.98  -5.36  -0.10
C  4.35  4.14  -6.15  -0.11
C  4.55  2.83  -5.76  -0.09
C  3.99  2.36  -4.58  -0.05
H  -0.26  1.87  3.98  0.09
H  -1.35  3.90  4.87  0.09
H  -1.60  5.90  3.44  0.07
H  -0.64  5.89  1.17  0.09
H  0.49  5.00  -0.53  0.11
H  2.44  5.18  -3.56  0.10
H  3.41  6.01  -5.68  0.09
H  4.80  4.52  -7.06  0.09
H  5.13  2.16  -6.38  0.10
H  4.13  1.34  -4.27  0.09
C  -0.40  3.57  -3.74  -0.01
C  -0.57  2.18  -4.19  -0.24
C  -1.74  1.46  -4.07  0.02
C  -1.80  0.19  -4.67  -0.30
N  -0.78  -0.35  -5.32  0.09
C  0.39  0.29  -5.36  -0.88
S  1.73  -0.35  -6.08  0.56
N  0.48  1.57  -4.82  0.13
C  -3.07  -0.61  -4.64  -0.03
H  -1.29  3.91  -3.22  0.09
H  -0.21  4.22  -4.60  0.09
H  0.47  3.66  -3.06  0.05
H  -2.59  1.87  -3.55  0.12
H  1.39  2.02  -4.82  0.11
H  -3.94  0.00  -4.85  0.08
H  -3.20  -1.06  -3.66  0.08
H  -3.01  -1.41  -5.38  0.07
C  -6.55  -0.11  4.39  -0.22
Si  -4.74  0.23  3.79  0.37
C  -4.43  2.10  4.06  -0.22
C  -3.58  -0.60  5.06  -0.23
Si  -4.12  -0.48  1.63  -0.16
Te  -1.70  -0.31  1.42  0.43
Si  -5.45  0.82  0.17  0.38
C  -4.84  2.64  0.15  -0.22
C  -5.39  0.25  -1.66  -0.22
C  -7.34  0.95  0.54  -0.22
Si  -4.94  -2.68  1.42  0.36
C  -6.80  -2.98  1.82  -0.22
C  -3.98  -3.89  2.56  -0.22
C  -4.76  -3.41  -0.34  -0.22
H  -6.76  0.36  5.35  0.01
H  -6.73  -1.18  4.50  0.00
H  -7.27  0.27  3.67  0.00
H  -4.43  2.37  5.11  0.02
H  -5.18  2.72  3.56  0.01
H  -3.46  2.36  3.65  0.01
H  -3.82  -0.36  6.10  0.02
H  -2.57  -0.26  4.88  0.00
H  -3.58  -1.68  4.95  0.00
H  -3.77  2.67  -0.01  0.02
H  -5.03  3.11  1.11  0.00
H  -5.31  3.25  -0.61  0.02
H  -4.36  0.20  -2.00  0.00
H  -5.94  0.90  -2.33  0.02
H  -5.81  -0.75  -1.77  0.00
H  -7.50  1.37  1.53  0.00
H  -7.81  -0.02  0.52  0.00
H  -7.86  1.59  -0.17  0.01
H  -7.02  -2.69  2.84  -0.01
H  -7.11  -4.01  1.70  0.01
H  -7.42  -2.37  1.17  0.00
H  -4.11  -3.62  3.60  0.00
H  -2.92  -3.82  2.34  0.00
H  -4.28  -4.93  2.45  0.02
H  -5.41  -2.90  -1.04  0.00
H  -4.99  -4.47  -0.40  0.01
H  -3.74  -3.28  -0.70  0.02
C  4.43  1.68  3.82  -0.18
C  4.77  0.28  3.32  -0.46
As  4.13  -0.01  1.44  1.15
C  5.46  1.17  0.52  -0.43
C  6.92  1.21  0.96  -0.17
C  4.94  -1.81  1.18  -0.43
C  6.15  -2.26  2.00  -0.18
H  4.73  1.82  4.86  0.06
H  3.35  1.84  3.75  0.06
H  4.92  2.43  3.22  0.06
H  4.28  -0.47  3.94  0.06
H  5.85  0.12  3.39  0.04
H  5.04  2.18  0.58  0.06
H  5.41  0.89  -0.53  0.03
H  7.01  1.51  2.00  0.05
H  7.48  1.93  0.36  0.06
H  7.39  0.24  0.83  0.05
H  5.16  -1.88  0.12  0.03
H  4.11  -2.50  1.37  0.02
H  7.00  -1.59  1.86  0.04
H  6.46  -3.26  1.68  0.06
H  5.92  -2.30  3.06  0.05

Summary:
* net charge: -2
* ΔE to the lowest compared entry with this formula, charge and spin: 19.2 kcal/mol
* orbital gap: 5.1120 eV
* HOMO energy: -0.059 Eh
* spin multiplicity: 1